Record 1
14
Properties=species:S:1:pos:R:3:forces:R:3 method="wB97M-V/def2-TZVPD" relative_energy_kcal_mol=26.2 largest_force_ev_per_a=0.94 energy_ha=-680.9405 homo_energy_ev=-8.3
C -2.2163 0.0216 -1.1395 -0.63 0.24 0.65
C -0.8011 0.0263 -0.6477 0.64 -0.38 -0.06
S 0.3103 -1.0968 -1.2108 -0.38 0.43 0.23
N -0.5408 0.9833 0.2442 -0.40 0.53 0.11
N 0.6944 1.4555 0.7079 0.08 -0.31 0.09
C 1.3895 0.6532 1.4284 0.46 0.28 0.17
N 1.1251 -0.6083 1.8584 0.01 0.31 -0.02
H -2.6284 -0.9817 -1.0348 0.00 0.08 0.04
H -2.8661 0.7450 -0.5944 0.41 -0.48 -0.34
H -2.2343 0.2584 -2.1910 0.05 0.13 -0.38
H -1.2539 1.7053 0.3719 0.36 -0.47 -0.12
H 2.3263 1.0849 1.8139 -0.46 -0.14 -0.23
H 0.5951 -1.1942 1.2376 -0.33 -0.15 -0.31
H 1.9123 -1.0885 2.2492 0.20 -0.07 0.17

***

Record 2
14
Properties=species:S:1:pos:R:3:forces:R:3 method="wB97M-V/def2-TZVPD" relative_energy_kcal_mol=98.6 largest_force_ev_per_a=2.69 energy_ha=-680.8251 homo_energy_ev="-8.0 / -8.0"
C -0.3249 1.8324 -0.9301 -0.25 -0.29 -0.81
C 0.7052 0.0578 0.7724 -0.87 -0.50 -2.49
C -0.0916 -1.0119 1.4383 -0.08 0.22 0.05
N 0.1339 2.2367 0.4252 -0.14 1.22 0.39
N 0.5695 1.3523 1.1115 0.34 0.16 1.13
N -0.1760 0.4659 -1.1960 0.67 -0.81 2.46
S 0.9612 0.0121 -2.3476 0.21 -0.06 -0.27
H -1.3835 2.1165 -0.9239 0.04 0.11 0.04
H 0.2123 2.5165 -1.5986 -0.04 -0.08 -0.03
H 1.7340 -0.2162 0.5532 0.07 0.08 -0.18
H -1.1448 -0.7547 1.4940 -0.07 0.04 -0.02
H 0.2850 -1.1806 2.4505 0.02 -0.01 -0.01
H 0.0309 -1.9331 0.8746 -0.02 -0.02 -0.05
H 0.1738 -0.9144 -2.9080 0.13 -0.06 -0.23

***

Record 3
14
Properties=species:S:1:pos:R:3:forces:R:3 method="wB97M-V/def2-TZVPD" relative_energy_kcal_mol=36.1 largest_force_ev_per_a=5.53 charge=+2 multiplicity=3 energy_ha=-680.0380 homo_energy_ev="-18.8 / -20.3"
C -1.2283 -0.9440 -0.5544 0.16 3.45 0.96
C -0.6004 1.6705 -0.6687 -0.14 5.20 1.88
C 0.8379 -1.1986 0.8090 0.95 0.96 0.96
N -2.1380 0.0090 -0.9426 -1.14 -3.89 -1.07
N -1.8207 1.2103 -0.8489 -2.05 4.22 0.48
N -0.2796 -0.5850 0.2389 -0.69 -2.47 -1.46
S -0.3420 3.2330 0.0825 1.43 -1.26 -0.71
H -1.4564 -1.9215 -0.8405 -0.20 -1.87 -0.17
H 0.2736 1.3347 -1.0761 1.85 -1.97 -1.05
H 0.4936 -1.4776 1.8476 0.66 -0.44 -0.93
H 1.2639 -2.0420 0.0577 -0.47 2.08 1.87
H 1.4881 -0.2350 1.0819 -0.14 -2.22 -0.73
H -2.6975 1.8943 -0.8513 2.14 -1.48 0.11
H 1.1353 3.2940 0.0023 -2.36 -0.30 -0.12

***

Record 4
14
Properties=species:S:1:pos:R:3:forces:R:3 method="wB97M-V/def2-TZVPD" relative_energy_kcal_mol=95.1 largest_force_ev_per_a=3.43 charge=+1 smiles="N[N@H+]1C=CN=CN1" energy_ha=-337.1527 homo_energy_ev=-14.4
N -0.2175 -0.0436 1.4786 0.94 -0.11 0.83
N 0.1650 0.5732 0.2690 -2.09 -0.08 -1.51
C 1.4383 0.0506 -0.2258 0.73 -0.74 -0.69
C 1.3681 -0.9834 -1.0597 -2.93 0.45 -1.73
N 0.0581 -1.4209 -1.5546 1.62 -0.62 0.10
C -0.9510 -0.6575 -1.4764 2.51 0.39 1.77
N -0.9447 0.4590 -0.7051 0.71 1.87 0.68
H -1.1370 0.2427 1.7824 -0.19 0.32 -0.14
H -0.2010 -1.0632 1.3469 0.18 0.55 -0.12
H 0.3359 1.5861 0.2445 -0.31 -0.10 1.38
H 2.3015 0.6249 0.0803 -0.05 -0.19 0.15
H 2.1233 -1.4021 -1.7210 0.41 0.04 0.93
H -1.8688 -0.8640 -1.8715 -2.27 -0.76 -1.48
H -1.6121 1.2553 -0.6834 0.73 -1.03 -0.18